Entry 1:
4 unconnected molecules or ions with the total composition C25H40F17IN4O6, computed with the ωB97M-V functional and the def2-TZVPD basis.

Output
structure (SMILES) = O=C(I)CN(CCC(F)(F)C(F)(F)C(F)(F)C(F)(F)C(F)(F)C(F)(F)C(F)(F)C(F)(F)F)C(=O)O.COC[C@@H](C)N.COC[C@@H](C)N.COC[C@@H](C)N
total charge = 0

Last column: Mulliken charge in e.
Atoms and positions in Å:
I -0.14056 0.83033 0.98505  0.063
F -5.02211 -5.42765 -1.28583  -0.279
F -1.57979 -6.20694 -3.08255  -0.234
F -0.72070 -8.84870 -2.15007  -0.272
F 2.34620 -6.99879 0.57807  -0.253
F -4.27573 -4.71238 -3.42787  -0.310
F -1.65002 -3.55187 -1.89184  -0.255
F 1.31769 -6.61077 -2.83031  -0.176
F -3.01047 -6.88356 0.27338  -0.242
F -3.63753 -8.62461 -1.21356  -0.292
F 1.54532 -9.17427 -0.17015  -0.251
F -0.28598 -7.30720 1.27559  -0.304
F -0.25040 -5.73352 -0.50850  -0.143
F -3.84094 -2.63757 -1.89084  -0.350
F -1.38229 -9.28966 0.09093  -0.297
F 2.50605 -8.73588 -2.63705  -0.232
F 3.42508 -6.73445 -1.71698  -0.243
F -3.67056 -7.27329 -3.32977  -0.304
O 1.62589 4.12402 2.37113  0.046
O 5.15963 3.07499 -0.19795  -0.377
O 0.41528 -2.60531 0.58134  -0.488
O -2.51985 1.13039 2.86861  -0.543
O -1.55286 3.41704 -1.99647  -0.126
O 0.47632 -3.47264 2.83861  -0.529
N 2.47979 2.17904 -0.72774  -0.507
N 3.48175 3.47644 4.46908  -0.773
N -3.78845 4.12566 -0.33365  -0.729
N -1.70693 -2.45457 1.98318  0.148
C 6.12865 2.67292 -1.15435  -0.671
C -1.67002 0.17299 2.40613  0.392
C 0.29467 4.36825 2.79956  -0.596
C -0.25817 -2.79806 1.71797  0.378
C 1.49217 -7.70999 -0.43865  0.320
C -1.19665 -8.16306 -0.90152  0.537
C -0.04668 -7.19097 -0.21350  0.611
C 3.01575 3.33603 -1.45867  0.397
C -3.02079 -3.73114 0.20649  -0.328
C -1.87298 -1.34366 2.99620  -0.445
C 2.11241 5.30374 5.32571  -1.417
C -3.02728 -3.83176 -1.44095  0.677
C -2.50251 -2.22508 0.71732  -0.669
C 3.10082 4.87809 4.24456  0.217
C -1.89336 2.88116 -3.26621  -0.861
C 4.18619 3.99855 -0.69532  -0.159
C -2.86447 -6.46853 -2.32910  0.663
C -1.90216 4.79395 -1.82320  -0.704
C -4.35514 4.88843 -2.57974  -1.447
C 2.57577 5.10152 2.80722  -0.451
C -3.37620 5.02788 -1.41817  0.330
C -3.76331 -5.13137 -2.06767  0.376
C -2.67667 -7.46835 -1.04436  0.484
C 3.38143 2.90316 -2.87497  -1.529
C 2.11783 -7.46217 -1.92528  0.683
H -1.91947 -1.69564 -0.14850  0.246
H -3.54595 3.17239 -0.62497  0.336
H 3.27384 1.57009 -0.50178  0.264
H 2.15223 2.49306 0.18659  0.260
H -5.32975 5.30727 -2.30584  0.365
H -3.45492 6.06059 -1.05256  0.412
H 2.68430 2.89726 4.18444  0.314
H -3.44350 -1.54986 0.98365  0.324
H -3.99916 5.43102 -3.46094  0.342
H 7.03443 2.37916 -0.61608  0.261
H 3.92049 3.69672 -3.40157  0.372
H -1.17267 -1.58883 3.91582  0.336
H 1.28675 4.59818 5.44428  0.288
H 4.66500 4.78389 -1.29242  0.490
H 4.21040 3.22447 3.80015  0.287
H -3.18608 4.28876 0.47410  0.253
H 1.39735 -3.73781 2.53873  0.381
H 3.77178 4.49267 0.19230  -0.257
H 0.12453 3.90371 3.77226  0.201
H 3.99807 5.49997 4.36529  0.457
H 3.99581 1.99999 -2.89498  0.289
H 2.47494 2.68276 -3.44943  0.314
H -1.26719 5.15584 -1.00490  0.262
H -4.52697 3.84774 -2.86439  0.279
H -1.21699 2.04712 -3.47442  0.236
H -2.90857 2.48156 -3.24255  0.272
H 3.42640 5.00922 2.12044  -0.030
H 1.69215 6.29035 5.10751  0.332
H -4.08879 -3.90569 0.65370  0.385
H -1.62900 5.37875 -2.70973  0.452
H 5.77338 1.79721 -1.70008  0.239
H -2.21046 -4.48386 0.65592  0.124
H 2.21715 4.08494 -1.54664  0.288
H 2.61695 5.36732 6.29612  0.356
H 2.17887 6.11519 2.67499  0.443
H 0.06208 5.43663 2.83830  0.347
H -1.78954 3.61864 -4.06770  0.352
H -0.38375 3.89265 2.08541  0.019
H -2.99223 -1.39979 3.40386  0.274
H 6.38495 3.47954 -1.84768  0.304

Entry 2:
A molecular structure, C25H41AgNbO4P, computed with the ωB97M-V functional and the def2-TZVPD basis.

Output
spin multiplicity = 2
<S²> = 0.93
total charge = +1

Last column: Löwdin spin population.
Atoms and positions in Å:
Ag -1.10485 1.55816 6.58830  0.000
Nb -1.71129 1.49215 -0.87440  -0.005
P -2.49348 -2.15933 1.82100  0.000
O -0.90258 -2.80599 1.50817  0.000
O 1.24801 1.44072 -0.11324  0.009
O -2.63702 -1.24069 3.29291  0.000
O -3.45488 -3.44083 2.00554  0.000
C -1.95294 -0.68521 -5.54928  -0.197
C -1.51765 0.62224 4.54309  0.000
C -3.28760 0.72587 -3.52412  0.108
C -4.52441 -0.34829 -3.43384  0.229
C 5.08985 2.00460 2.81174  -0.002
C 2.34739 2.33077 2.27738  -0.002
C 5.20002 1.25310 1.32460  0.003
C -1.99834 0.63000 -4.53189  0.270
C 3.29473 3.27691 4.74831  0.000
C 0.03274 0.97561 0.57262  0.089
C -3.21923 0.41719 0.46782  0.005
C -4.43690 -1.65428 -4.47012  -0.137
C -0.88541 -3.65985 0.30198  0.000
C 5.63136 -0.19412 -1.43974  0.000
C 2.38693 1.59892 0.80425  0.007
C 3.61549 2.53443 3.29615  0.002
C -3.32386 2.01499 -2.46117  0.207
C 4.08246 0.26486 -1.14682  0.000
C -3.15631 -1.80857 -5.49668  0.265
C 3.88590 1.03650 0.32090  -0.002
C 3.21081 -1.15592 -1.00904  0.000
C -3.24455 -1.21322 0.29248  0.004
C 0.45454 -4.64496 0.46677  0.000
C -0.75275 1.69357 -4.63406  0.018
C -1.33047 -0.89923 3.87500  0.000
H 0.29705 1.21186 -4.33315  0.008
H -0.71863 -3.05698 -0.69050  0.000
H 0.47611 -5.51520 -0.32981  0.000
H -5.29252 -2.44963 -4.39628  -0.008
H -4.33298 0.80192 0.27863  0.000
H -2.75346 -1.59185 -0.70083  0.002
H -0.65356 2.07675 -5.75785  0.006
H 6.01281 2.15405 3.51721  0.000
H -3.09427 3.04704 -3.00258  0.012
H -2.53091 0.70808 5.12229  0.000
H -3.09689 -2.73933 -6.21552  0.011
H -0.56757 0.87346 5.18199  0.000
H -1.02852 -0.79674 -6.26530  -0.010
H 4.31345 3.63340 5.20073  0.000
H 2.94652 -1.31585 0.12330  0.000
H 6.30280 0.91121 1.03222  0.000
H -1.48493 1.36090 3.60909  0.000
H -1.80357 -4.38005 0.20805  0.000
H 3.65312 0.88906 -2.04782  0.000
H -2.96251 0.70433 1.57998  0.000
H 5.88657 -1.08523 -0.68752  0.000
H 1.41160 -3.94687 0.33857  0.000
H -0.23030 1.54382 1.56148  0.009
H 6.43520 0.65597 -1.23155  0.000
H -4.39386 -1.53165 0.24684  0.001
H -0.98246 2.66902 -3.99774  0.000
H 2.28069 -1.15225 -1.72028  0.000
H 0.03216 -0.19296 0.69128  -0.002
H 5.73126 -0.66004 -2.51884  0.000
H -5.40485 -0.20188 -2.66623  0.007
H -1.10800 -1.60880 4.78119  0.000
H -1.37409 -0.06217 -1.73627  0.057
H 2.75822 2.44658 5.41108  0.000
H -2.09001 3.04266 0.05181  0.027
H 3.92917 -2.04446 -1.35371  0.000
H -0.54344 2.45188 -1.87234  0.001
H -0.45356 -0.79316 3.10762  0.000
H 2.51873 4.15391 4.60055  0.000
H 0.47037 -5.05604 1.57368  0.000
H -4.38490 2.15354 -1.95758  0.006
H 1.28429 2.73150 2.62948  0.000

Entry 3:
2 unconnected molecules or ions with the total composition C25H41Cl2N2O3, computed with the ωB97M-V functional and the def2-TZVPD basis.

Output
energy above the lowest of the compared OMol25 structures with the same formula, charge and spin = 56.3 kcal/mol
total charge = +1

Last column: Mulliken charge in e.
Atoms and positions in Å:
Cl 3.93678 -3.27291 -6.29180  -0.171
Cl 3.66953 -0.36035 -5.44120  -0.163
O -2.01565 0.72529 3.89908  -0.394
O 4.72672 -0.54905 -2.19324  -0.465
O 4.19258 1.52968 -2.77287  -0.401
N -3.90923 -0.92799 -1.92124  -0.678
N -0.27965 -1.33281 -2.03632  0.520
C 0.53657 -1.65283 -3.11950  -0.240
C 2.02952 2.55221 -0.57280  -0.764
C -2.99889 1.64051 3.41103  0.828
C 0.60512 -1.79751 4.20487  -0.984
C -4.37350 0.99411 3.48307  -1.494
C 2.89896 -2.88927 -4.87853  0.365
C 0.16983 -0.50661 -1.01654  -0.511
C 2.17914 -4.08952 -4.18937  -1.004
C 1.89165 -1.16926 -3.26857  0.314
C -2.28952 0.64552 -2.87385  -1.220
C 1.52748 0.10497 -1.05556  -0.142
C -0.00721 3.72689 0.65622  -0.921
C 0.52360 3.07843 -0.68977  0.153
C 3.42676 0.66829 0.67867  -1.477
C -0.59785 -2.56149 3.53574  -0.640
C 2.02694 1.08094 0.07637  0.696
C -1.12739 -1.92089 2.18586  -0.398
C -0.11704 -0.93737 1.49533  -0.313
C 2.77176 -1.58236 -4.46929  -0.231
C 2.39164 -0.24421 -2.20438  1.693
C 3.84906 0.26090 -2.38109  -0.779
C -2.94695 2.92296 4.22597  -1.439
C -2.68884 -0.75662 -2.27447  0.805
C -0.74874 -0.20312 0.19979  -0.042
C -1.64252 -1.92562 -2.05492  -0.690
H -0.13951 2.24260 -1.05066  -0.412
H 2.34576 -4.11542 -3.07861  0.303
H 1.06967 -4.06973 -4.39490  0.249
H -1.45142 -2.55036 4.26192  0.286
H -0.27021 -3.62513 3.35781  0.356
H 0.14803 -2.33904 -3.90239  0.496
H -0.79680 0.89728 0.38554  -0.695
H 1.57527 -1.91195 3.63527  0.260
H -3.09090 0.97951 -3.59255  0.490
H -1.29805 -2.76897 1.45498  0.304
H 0.78063 -2.13421 5.26545  0.379
H -3.14953 2.72115 5.28172  0.396
H 0.19827 -0.09559 2.17535  0.222
H 2.38131 2.43351 -1.62940  0.284
H 4.21953 1.19416 0.06729  0.359
H 0.87356 4.17508 1.18226  0.288
H 1.30414 1.14305 0.93138  -0.115
H 0.54554 3.83032 -1.53291  0.477
H 2.54513 -5.02589 -4.69689  0.383
H -5.14565 1.66395 3.09932  0.406
H 0.44059 -0.68006 4.26750  0.186
H -1.31464 0.64738 -3.42925  0.223
H -1.78867 -0.60409 0.10570  0.733
H -2.23488 1.43752 -2.06999  0.295
H 3.62553 -0.43451 0.67419  0.295
H -4.39393 0.06876 2.90216  0.337
H -4.62409 0.72728 4.51379  0.372
H -2.11727 -1.40505 2.32103  0.036
H -4.39415 -0.03985 -2.12644  0.298
H -2.74890 1.85727 2.36833  -0.027
H -0.72215 4.54846 0.37411  0.390
H 5.07812 1.71353 -2.39564  0.422
H -0.58474 3.00602 1.29118  0.044
H -1.87748 -2.54853 -1.15897  0.188
H -1.95187 3.37070 4.17403  0.332
H -3.67641 3.65059 3.86437  0.390
H 3.53938 1.09449 1.71647  0.413
H -2.22594 0.52607 4.82010  0.316
H -1.73502 -2.57033 -2.97566  0.462
H 0.79688 -1.51056 1.15583  0.292
H 2.65421 3.24968 0.04051  0.474

The records above give, respectively, max |F| values of 0.172, 0.149, 0.044 Eh/bohr.
The records above give, respectively, E_tot values of -99102.773, -49579.654, -60748.806 eV.